{"formula": "C53H108Cl3N3O13", "method": "wB97M-V/def2-TZVPD", "charge": 0, "lumo_ev": -0.6, "total_energy_ev": -125351.2284, "gap_ev": 4.4, "symbols": ["C", "C", "C", "C", "N", "C", "C", "C", "C", "C", "H", "H", "H", "H", "H", "H", "H", "H", "H", "H", "H", "H", "H", "H", "H", "H", "H", "H", "H", "H", "C", "C", "C", "C", "N", "C", "C", "C", "C", "C", "H", "H", "H", "H", "H", "H", "H", "H", "H", "H", "H", "H", "H", "H", "H", "H", "H", "H", "H", "H", "C", "C", "C", "C", "N", "C", "C", "C", "C", "C", "H", "H", "H", "H", "H", "H", "H", "H", "H", "H", "H", "H", "H", "H", "H", "H", "H", "H", "H", "H", "C", "C", "C", "O", "C", "C", "C", "O", "O", "O", "H", "H", "Cl", "Cl", "C", "C", "Cl", "H", "H", "H", "H", "C", "O", "C", "C", "O", "C", "C", "O", "C", "H", "H", "H", "H", "H", "H", "H", "H", "H", "H", "H", "H", "H", "H", "C", "O", "C", "C", "O", "C", "C", "O", "C", "H", "H", "H", "H", "H", "H", "H", "H", "H", "H", "H", "H", "H", "H", "C", "O", "C", "C", "O", "C", "C", "O", "C", "H", "H", "H", "H", "H", "H", "H", "H", "H", "H", "H", "H", "H", "H"], "positions_angstrom": [[2.206, -0.910, 3.627], [0.748, -0.520, 3.764], [0.054, -0.084, 2.454], [-0.142, -1.244, 1.458], [-1.381, -1.092, 0.568], [-1.467, 0.394, -0.040], [-2.691, 1.120, 0.463], [-3.498, 0.159, 1.284], [-2.693, -1.285, 1.222], [-1.149, -2.065, -0.632], [2.270, -1.743, 2.927], [2.656, -1.154, 4.589], [2.722, -0.006, 3.303], [0.751, 0.416, 4.322], [0.081, -1.186, 4.311], [0.428, 0.880, 2.108], [-0.918, 0.242, 2.826], [-0.302, -2.152, 2.040], [0.594, -1.398, 0.669], [-1.400, 0.298, -1.124], [-0.535, 0.899, 0.213], [-3.168, 1.740, -0.296], [-2.319, 1.815, 1.217], [-4.527, 0.207, 0.928], [-3.442, 0.518, 2.311], [-3.276, -2.004, 0.647], [-2.460, -1.537, 2.257], [-1.071, -3.101, -0.302], [-0.255, -1.789, -1.192], [-1.958, -1.945, -1.353], [7.827, 1.349, -5.556], [7.324, 0.172, -4.787], [6.486, 0.403, -3.527], [6.510, -0.735, -2.452], [5.371, -0.593, -1.380], [5.173, 0.845, -0.706], [4.835, 0.539, 0.769], [4.902, -0.955, 0.963], [5.551, -1.510, -0.186], [3.951, -0.905, -1.913], [7.023, 2.061, -5.740], [8.297, 1.026, -6.485], [8.628, 1.827, -4.992], [8.233, -0.140, -4.274], [6.877, -0.557, -5.463], [5.449, 0.680, -3.719], [6.982, 1.177, -2.941], [7.400, -0.752, -1.824], [6.354, -1.692, -2.950], [4.421, 1.549, -1.061], [6.134, 1.357, -0.756], [3.976, 1.162, 1.018], [5.679, 0.989, 1.293], [3.897, -1.376, 0.940], [5.395, -1.386, 1.834], [5.364, -2.567, -0.375], [6.635, -1.481, -0.073], [3.622, -0.172, -2.650], [3.281, -1.120, -1.080], [3.952, -1.912, -2.329], [-1.465, 4.541, -4.556], [-0.343, 3.852, -3.816], [0.051, 2.569, -4.519], [-0.968, 1.459, -4.424], [-0.409, 0.213, -5.250], [-0.411, 0.317, -6.765], [-1.757, -0.180, -7.310], [-2.538, -0.702, -6.126], [-1.321, -0.965, -5.124], [0.939, -0.343, -4.782], [-1.233, 4.687, -5.611], [-1.750, 5.447, -4.020], [-2.367, 3.937, -4.644], [-0.517, 3.550, -2.783], [0.561, 4.454, -3.719], [1.088, 2.360, -4.254], [0.213, 2.898, -5.545], [-1.833, 1.580, -5.077], [-0.973, 1.144, -3.381], [0.509, -0.156, -7.108], [-0.319, 1.371, -7.027], [-1.585, -0.827, -8.170], [-2.229, 0.746, -7.638], [-3.082, -1.612, -6.377], [-3.210, 0.053, -5.719], [-0.792, -1.875, -5.407], [-1.677, -0.988, -4.094], [0.791, -0.509, -3.715], [1.680, 0.437, -4.956], [1.366, -1.171, -5.348], [-2.969, -6.266, -1.491], [-3.673, -5.220, -0.955], [-3.791, -3.914, -1.748], [-4.433, -2.879, -1.296], [-3.230, -3.650, -2.949], [-2.416, -4.646, -3.562], [-2.308, -6.059, -2.780], [-1.699, -6.913, -3.462], [-1.776, -4.571, -4.629], [-4.307, -5.436, 0.179], [-2.922, -7.180, -0.917], [-3.373, -2.672, -3.384], [1.633, 1.707, -1.456], [-5.899, -2.036, 3.767], [-5.706, -3.329, 2.600], [-6.550, -3.078, 1.350], [-8.361, -3.145, 1.718], [-5.987, -4.165, 3.240], [-4.637, -3.230, 2.409], [-6.314, -3.605, 0.425], [-6.438, -2.037, 1.047], [-3.755, 5.064, -0.142], [-4.958, 5.761, 0.120], [-6.171, 5.495, -0.537], [-6.252, 6.355, -1.794], [-5.387, 5.796, -2.847], [-5.460, 6.601, -4.104], [-4.846, 7.978, -4.148], [-3.472, 7.836, -3.750], [-2.746, 9.041, -3.737], [-3.275, 5.578, -0.975], [-3.918, 3.999, -0.309], [-3.028, 5.334, 0.624], [-7.002, 5.682, 0.143], [-6.298, 4.449, -0.816], [-5.854, 7.343, -1.566], [-7.290, 6.355, -2.127], [-6.421, 6.589, -4.619], [-4.835, 5.955, -4.720], [-5.387, 8.800, -3.679], [-5.039, 8.353, -5.153], [-2.557, 9.364, -4.761], [-1.732, 8.765, -3.447], [-3.150, 9.884, -3.176], [1.869, -4.707, -0.378], [2.573, -3.825, 0.521], [3.108, -4.406, 1.697], [2.061, -5.192, 2.597], [1.044, -4.407, 3.337], [0.070, -5.282, 3.999], [-1.206, -4.533, 4.430], [-2.332, -5.411, 4.637], [-3.023, -5.760, 3.405], [1.712, -4.154, -1.305], [0.928, -5.166, -0.078], [2.450, -5.606, -0.587], [3.518, -3.636, 2.352], [3.854, -5.135, 1.381], [2.659, -5.835, 3.243], [1.583, -5.862, 1.882], [0.524, -5.745, 4.875], [-0.299, -6.027, 3.293], [-1.536, -3.719, 3.786], [-1.001, -4.049, 5.385], [-2.970, -6.829, 3.197], [-2.667, -5.355, 2.458], [-4.105, -5.697, 3.286], [1.972, 4.149, 6.838], [2.458, 2.964, 7.494], [2.480, 2.989, 8.940], [2.593, 1.573, 9.650], [3.874, 1.129, 9.291], [4.008, -0.087, 8.484], [3.372, -0.066, 7.119], [2.881, -1.410, 6.830], [1.597, -1.963, 7.301], [2.380, 4.218, 5.830], [2.186, 5.063, 7.392], [0.896, 4.044, 6.696], [1.640, 3.608, 9.255], [3.401, 3.552, 9.090], [1.841, 0.957, 9.156], [2.508, 1.593, 10.736], [3.506, -0.824, 9.111], [5.058, -0.362, 8.380], [4.214, 0.034, 6.434], [2.735, 0.790, 6.900], [1.652, -3.045, 7.182], [0.735, -1.880, 6.638], [1.384, -1.784, 8.355]], "lowdin_charge": [-0.08, -0.25, -0.16, -0.09, -0.21, -0.09, -0.18, -0.10, -0.05, 0.03, 0.05, 0.06, 0.08, 0.11, 0.10, 0.11, 0.11, 0.12, 0.11, 0.09, 0.05, 0.11, 0.11, 0.11, 0.10, 0.11, 0.11, 0.11, 0.09, 0.08, -0.11, -0.27, -0.18, -0.07, -0.19, -0.07, -0.13, -0.19, -0.16, -0.01, 0.08, 0.08, 0.08, 0.11, 0.12, 0.11, 0.11, 0.12, 0.13, 0.07, 0.12, 0.11, 0.11, 0.10, 0.14, 0.15, 0.13, 0.06, 0.09, 0.10, -0.09, -0.27, -0.26, -0.02, -0.24, -0.11, -0.15, -0.10, -0.11, 0.00, 0.08, 0.07, 0.07, 0.09, 0.11, 0.07, 0.10, 0.13, 0.12, 0.13, 0.12, 0.12, 0.11, 0.13, 0.11, 0.13, 0.12, 0.08, 0.09, 0.11, -0.03, -0.38, -0.39, -0.12, -0.08, -0.36, -0.33, -0.04, -0.05, -0.13, 0.09, 0.08, -0.35, 0.53, -0.67, -0.59, 0.46, 0.06, 0.04, 0.06, 0.04, -0.08, -0.19, -0.20, -0.16, -0.15, -0.16, -0.22, -0.18, -0.12, 0.08, 0.08, 0.09, 0.12, 0.12, 0.12, 0.12, 0.12, 0.12, 0.12, 0.12, 0.08, 0.09, 0.09, -0.08, -0.23, -0.19, -0.14, -0.16, -0.15, -0.19, -0.17, -0.10, 0.09, 0.09, 0.09, 0.11, 0.12, 0.12, 0.10, 0.12, 0.12, 0.10, 0.11, 0.08, 0.08, 0.07, -0.09, -0.24, -0.15, -0.16, -0.17, -0.14, -0.18, -0.22, -0.06, 0.08, 0.08, 0.08, 0.11, 0.12, 0.12, 0.13, 0.12, 0.13, 0.12, 0.11, 0.08, 0.06, 0.08]}